Entry from the Open Molecules 2025 dataset: an isolated ion of composition C3H2BrN2O2S and charge -1 (the ωB97M-V functional and the def2-TZVPD basis).

Cartesian coordinates (Å):
C  -0.11  0.84  0.31
C  -2.28  0.77  0.01
C  -1.81  -0.53  0.01
N  -1.17  1.58  0.17
N  -0.50  -0.41  0.29
O  -2.24  -2.95  1.22
O  -3.70  -2.40  -0.77
S  -2.35  -2.50  -0.17
Br  -4.15  1.30  -0.18
H  0.80  1.15  0.60
H  0.13  -1.17  0.28

Results
HOMO-LUMO gap (eV): 7.214
Highest occupied orbital energy (eV): -3.87
Electronic energy (Eh): -3347.73954
Total charge: -1
Molecular weight (g/mol): 210.03
Lowest unoccupied orbital energy (eV): 3.346
Energy above the lowest of the compared OMol25 structures with the same formula, charge and spin (kcal per mole): 20.2

***

Entry from the Open Molecules 2025 dataset: C3H2BrNO2 in the gas phase (the ωB97M-V functional and the def2-TZVPD basis).

Cartesian coordinates (Å):
C  1.16  -0.31  -0.80
C  -0.41  0.32  -0.10
C  0.60  -0.51  0.64
N  0.13  0.58  -1.27
O  2.05  -0.83  -1.41
O  -1.51  0.56  0.51
Br  -3.14  1.36  -0.12
H  0.13  -1.37  1.21
H  0.99  0.20  1.35

Results
HOMO-LUMO gap (eV): 7.987
Highest occupied orbital energy (eV): -10.22
Electronic energy (Eh): -2894.65412
Total charge: 0
Molecular weight (g/mol): 163.96
Lowest unoccupied orbital energy (eV): -2.229
Energy above the lowest of the compared OMol25 structures with the same formula, charge and spin (kcal per mole): 58.9

***

Look up the molecular weight of the first one.
210.03 g/mol

***

What is the formula in the second record?
C3H2BrNO2

***

The highest energy above the lowest of the compared OMol25 structures with the same formula, charge and spin belongs to which entry?
C3H2BrNO2